ORCA calculation (ωB97M-V with the def2-TZVPD basis set) on 12 unconnected molecules or ions with the total composition C6H34O11.

Positions of all 51 atoms, in Å:
C 0.378 -0.667 1.722
C -0.338 0.011 0.546
C -0.040 -0.535 -0.868
C 1.462 -0.911 -1.199
C 1.914 0.083 -3.424
C 1.717 -1.017 -2.685
H 0.498 0.074 2.511
H 1.409 -0.796 1.339
H -0.067 -1.598 2.069
H -1.422 -0.029 0.740
H -0.066 1.059 0.513
H -0.465 0.234 -1.537
H -0.525 -1.493 -1.068
H 1.825 -1.886 -0.824
H 2.071 -0.199 -0.638
H 2.235 1.015 -2.944
H 1.943 0.087 -4.504
H 1.479 -1.983 -3.127
H 0.030 2.322 -0.657
H -0.357 3.532 -1.503
O -0.561 2.607 -1.360
H 0.575 3.152 3.677
H -0.345 2.054 4.230
O 0.282 2.249 3.528
H 2.415 2.276 0.281
H 2.252 3.772 0.010
O 1.752 2.961 0.051
H -1.127 -2.774 -4.090
H -0.021 -2.811 -3.129
O -0.934 -2.527 -3.176
H 2.335 0.435 3.264
H 3.771 0.632 3.607
O 3.138 0.813 2.891
H -3.579 -3.041 0.542
H -2.457 -3.042 -0.461
O -2.655 -3.272 0.451
H -1.400 2.565 1.599
H -1.517 3.195 0.283
O -2.086 2.794 0.956
H 4.155 1.112 1.128
H 2.913 0.638 0.449
O 3.707 1.145 0.272
H -3.816 -0.658 -0.990
H -3.634 -1.442 -2.187
O -3.854 -1.602 -1.261
H -2.285 0.954 -1.078
H -3.264 1.680 0.017
O -3.167 1.062 -0.722
H -1.268 -4.322 1.516
H -1.854 -3.660 2.769
O -1.152 -4.248 2.471

- E_HOMO: -0.345 hartree
- Total energy: -1076.57249 hartree
- Energy above the lowest of the compared OMol25 structures with the same formula, charge and spin: 77.4 kcal/mol
- F_max: 2.06 eV/Å

---

ORCA calculation (ωB97M-V with the def2-TZVPD basis set) on 13 unconnected molecules or ions with the total composition C6H35N2O12.

Positions of all 55 atoms, in Å:
C -3.822 0.576 1.694
C -2.866 1.641 2.295
C -1.418 1.371 1.784
C -1.266 1.446 0.308
C -1.711 2.279 -0.679
N -1.274 1.745 -1.865
C -0.570 0.649 -1.638
N -0.586 0.437 -0.331
H -3.235 -0.267 1.331
H -4.567 0.339 2.446
H -4.376 0.958 0.832
H -2.911 1.386 3.335
H -3.003 2.671 1.973
H -1.103 0.473 2.308
H -0.671 2.129 2.068
H -2.558 2.933 -0.566
H -1.244 2.253 -2.734
H -0.228 -0.044 -2.377
H -0.011 -0.331 0.061
H 2.183 -0.156 1.776
H 2.498 0.399 0.464
O 1.746 0.371 1.083
H 1.668 -3.560 2.336
H 1.489 -4.446 1.172
O 2.162 -3.873 1.565
H 4.348 -1.614 2.227
H 4.158 -0.073 2.297
O 3.754 -0.922 2.529
H -2.365 -4.043 -0.737
H -2.208 -2.612 -0.427
O -1.889 -3.470 -0.125
H 2.133 4.116 0.975
H 2.541 3.741 2.368
O 2.915 3.868 1.488
H -2.859 -3.008 -3.407
H -1.490 -2.470 -3.068
O -2.200 -3.018 -2.701
H 1.193 -2.333 0.505
H -0.345 -2.798 0.271
O 0.319 -2.086 0.167
H -3.981 0.028 -2.023
H -3.543 0.555 -3.595
O -3.487 0.556 -2.644
H 1.000 -2.955 -3.044
H 0.813 -2.041 -1.811
O 0.603 -2.128 -2.753
H 3.427 2.441 0.725
H 4.615 1.812 -0.112
O 3.979 1.639 0.588
H -0.809 3.971 0.861
H 0.021 4.713 -0.188
O 0.089 4.221 0.636
H 3.482 -2.921 -0.545
H 2.905 -1.872 -1.426
O 2.700 -2.753 -1.087

- E_HOMO: -0.465 hartree
- Total energy: -1261.78846 hartree
- Energy above the lowest of the compared OMol25 structures with the same formula, charge and spin: 6.1 kcal/mol
- F_max: 2.27 eV/Å
- Total charge: +1